No. 1
CH2Br2N2 | wB97M-V/def2-TZVPD

```
7
Properties=species:S:1:pos:R:3:mulliken_charge:R:1
C 0.451 0.479 -0.403 -0.03
N -1.291 -0.305 0.881 -0.46
N -0.138 -0.515 0.547 0.01
Br 0.351 -0.537 -2.054 -0.08
Br 2.249 0.588 0.287 -0.07
H 0.034 1.438 -0.789 0.38
H -1.656 -1.148 1.531 0.26
```

As for the total energy: -5296.765043 Ha. For the relative energy (zero: lowest compared OMol25 entry of this formula, charge and spin), the calculation gives 0.0 kcal/mol. As for the LUMO energy: 0.12 eV. The orbital gap comes out at 10.075 eV.

No. 2
C14H8CdN4S5Te | wB97M-V/def2-TZVPD

```
33
Properties=species:S:1:pos:R:3:mulliken_charge:R:1
Cd -0.115 1.226 -0.063 0.71
S -6.890 -1.183 -1.557 -0.38
C -5.348 -0.625 -1.224 0.07
S -3.990 -0.902 -2.222 -0.15
C -2.770 -0.077 -1.276 0.12
C -3.222 0.487 -0.127 0.22
S -2.355 1.397 1.091 -0.53
S -4.934 0.272 0.170 -0.16
S -1.155 -0.098 -1.952 -0.52
N 0.147 7.433 0.784 -0.57
C 0.684 6.513 0.322 0.47
N 1.409 5.559 -0.220 -0.64
C 0.977 4.356 -0.381 0.64
N 0.730 3.243 -0.626 -0.67
C 2.683 -5.510 0.314 -1.37
Te 2.821 -3.529 1.159 0.23
C 1.863 -3.019 -0.682 -0.87
C 2.297 -4.068 -1.668 0.42
C 2.308 -3.834 -3.037 -0.63
C 2.747 -4.813 -3.918 -0.52
C 3.179 -6.038 -3.431 -0.47
C 3.162 -6.281 -2.064 -0.58
C 2.722 -5.307 -1.176 0.53
H 1.726 -5.940 0.614 0.35
H 3.480 -6.165 0.664 0.45
H 2.157 -2.013 -0.967 0.47
H 0.785 -3.020 -0.526 0.35
H 1.977 -2.872 -3.410 0.46
H 2.761 -4.613 -4.983 0.37
H 3.534 -6.801 -4.113 0.36
H 3.501 -7.237 -1.679 0.37
N 2.346 -0.618 1.329 -0.53
C 1.560 0.119 0.908 -0.01
```

As for the charge: -2. As for the total energy: -3184.156137 Ha. For the relative energy (zero: lowest compared OMol25 entry of this formula, charge and spin), the calculation gives 0.0 kcal/mol. As for the LUMO energy: 3.75 eV. The orbital gap comes out at 5.693 eV.

No. 3
C4H4NO4S2 | wB97M-V/def2-TZVPD

```
15
Properties=species:S:1:pos:R:3:mulliken_charge:R:1
C -2.123 -0.579 -0.113 -0.25
C 0.882 -0.665 0.311 0.33
C -1.791 0.626 0.726 -0.55
C -0.082 -0.185 -0.949 -0.14
N -1.328 -0.863 -1.040 -0.64
O 2.045 1.376 -0.842 -0.66
O 0.597 -1.345 1.226 -0.58
O 3.205 -0.751 -0.906 -0.68
O 3.019 0.420 1.232 -0.67
S -0.171 1.308 0.026 -0.12
S 2.461 0.189 -0.089 1.20
H -3.010 -1.186 -0.243 0.44
H -2.422 1.561 0.814 0.34
H -1.687 0.094 1.655 0.25
H 0.405 -0.002 -1.807 0.72
```

As for the charge: -1. As for the total energy: -1306.918970 Ha. For the relative energy (zero: lowest compared OMol25 entry of this formula, charge and spin), the calculation gives 0.0 kcal/mol. As for the LUMO energy: 3.09 eV. The orbital gap comes out at 7.923 eV.

No. 4
C4H6DyO2 | wB97M-V/def2-TZVPD

```
13
Properties=species:S:1:pos:R:3:mulliken_charge:R:1
O -3.633 -0.717 -0.174 -0.41
C -2.592 0.097 0.279 -0.31
H -3.623 -0.722 -1.137 0.32
H -2.869 0.604 1.209 0.33
C -1.266 -0.230 0.013 -0.15
C -0.291 -0.380 1.037 -0.83
C 0.385 -1.733 1.269 -0.07
O 1.557 -1.885 0.512 -0.80
Dy 1.878 -0.185 -0.725 1.15
H -0.352 0.296 1.908 0.32
H -1.698 0.571 -0.919 0.04
H -0.339 -2.544 1.029 0.22
H 0.602 -1.850 2.356 0.19
```

As for the total energy: -1191.267179 Ha. Its multiplicity is 7. For the relative energy (zero: lowest compared OMol25 entry of this formula, charge and spin), the calculation gives 73.2 kcal/mol. As for the LUMO energy (spin up / spin down): -0.38 / -1.17 eV. The orbital gap (spin up / spin down) comes out at 5.844 / 4.763 eV. Its expectation value of S² is 12.1316.